No. 1
The following is a DFT calculation (ωB97M-V with the def2-TZVPD basis set) of a single C7H19N5O2 molecule.

Computed properties:
Charge: 0
SMILES: NCCCCN(CCCN)N(O)N=O
Lowest unoccupied orbital energy in eV: 0.7
Gap between HOMO and LUMO in eV: 9.724
E_tot in eV: -19107.863
Multiplicity: 1
Strongest force on any atom in eV/A: 2.7

Positions of all 33 atoms, in Å:
N 3.653 -0.840 -0.473
C 2.923 -1.986 0.006
C 1.421 -1.688 0.287
C 1.218 -0.595 1.301
C -0.230 -0.106 1.450
N -0.811 0.501 0.241
C -2.200 0.980 0.277
C -3.260 -0.140 0.388
C -3.451 -1.090 -0.755
N -2.322 -1.939 -1.043
N -0.007 1.516 -0.177
O 0.416 2.513 0.658
N 0.747 1.283 -1.179
O 1.823 1.886 -1.211
H 3.391 -0.587 -1.438
H 3.474 0.024 0.044
H 3.091 -2.780 -0.709
H 3.302 -2.278 0.988
H 0.907 -2.630 0.647
H 0.910 -1.376 -0.618
H 1.514 -0.929 2.302
H 1.869 0.267 1.116
H -0.298 0.593 2.308
H -0.892 -0.921 1.721
H -2.359 1.499 -0.649
H -2.332 1.730 1.083
H -3.095 -0.661 1.345
H -4.231 0.383 0.455
H -4.342 -1.729 -0.609
H -3.720 -0.537 -1.687
H -2.167 -2.550 -0.250
H -1.487 -1.372 -0.999
H 1.207 2.757 0.075

=====

No. 2
The following is a DFT calculation (ωB97M-V with the def2-TZVPD basis set) of a molecular structure, C5H10O2.

Computed properties:
Charge: 0
Lowest unoccupied orbital energy in eV: 0.9
Gap between HOMO and LUMO in eV: 9.090
E_tot in eV: -9437.637
Multiplicity: 1
Strongest force on any atom in eV/A: 0.3

Positions of all 17 atoms, in Å:
C 2.088 0.584 0.097
O 0.719 0.534 -0.233
C 0.079 -0.712 0.085
C -0.278 -0.803 1.580
C -1.272 -0.878 -0.554
C -1.929 0.437 -0.721
O -1.225 0.358 -1.985
H 2.641 -0.252 -0.357
H 2.245 0.560 1.184
H 2.481 1.526 -0.295
H 0.763 -1.521 -0.207
H 0.491 -1.303 2.173
H -0.428 0.212 1.961
H -1.215 -1.358 1.709
H -3.002 0.426 -0.909
H -1.625 1.313 -0.137
H -0.345 0.745 -1.802

=====

No. 3
The following is a DFT calculation (ωB97M-V with the def2-TZVPD basis set) of 2 unconnected molecules or ions with the total composition C2H3N3O.

Computed properties:
Charge: 0
Lowest unoccupied orbital energy (spin up / spin down) in eV: -2.8 / -2.8
Gap between HOMO and LUMO (spin up / spin down) in eV: 7.704 / 7.914
E_tot in eV: -8635.220
Multiplicity: 1
Strongest force on any atom in eV/A: 3.5

Positions of all 9 atoms, in Å:
C 1.898 -0.081 0.247
C -1.623 -0.053 -0.544
N 2.400 0.308 -0.771
N 1.381 -0.327 1.343
N -0.633 0.527 -0.007
O -2.162 -1.106 -0.312
H -2.083 0.641 -1.303
H 0.975 -1.281 1.669
H -0.153 1.371 -0.323